# 1
Below is a cluster of 15 separate species, C32H49BBrN14O3 in total, with properties calculated with wB97M-V/def2-TZVPD.

```
100
C32H49BBrN14O3 (wB97M-V/def2-TZVPD)
O -0.99 6.15 3.65
C 0.01 6.07 3.02
Br 1.53 5.12 4.00
C 0.22 6.54 1.61
B -0.39 8.06 1.28
O 0.40 8.87 0.31
C 1.02 9.81 1.20
C -0.24 10.16 2.08
O -0.59 8.84 2.52
H -0.32 5.82 0.94
H 1.29 6.45 1.34
H -1.41 7.80 0.64
H 1.36 10.77 0.77
H 1.80 9.18 1.66
H -0.20 10.98 2.81
H -1.02 10.38 1.32
C -4.69 9.39 1.55
C -4.24 10.47 0.65
N -3.91 11.31 -0.05
H -4.92 9.80 2.53
H -5.57 8.92 1.14
H -3.89 8.65 1.65
C -1.98 2.74 2.59
C -0.58 2.41 2.28
N 0.51 2.16 2.05
H -2.59 1.84 2.56
H -2.04 3.18 3.58
H -2.36 3.46 1.86
C 0.05 -0.98 1.37
C -0.94 -2.06 1.35
N -1.72 -2.92 1.34
H -0.44 -0.02 1.41
H 0.69 -1.08 2.25
H 0.67 -1.03 0.48
C 0.81 -0.91 -3.27
C 1.38 -0.27 -2.07
N 1.82 0.22 -1.14
H 1.34 -1.84 -3.48
H -0.25 -1.14 -3.10
H 0.89 -0.25 -4.12
C -0.43 -6.81 -0.52
C -0.86 -5.66 0.31
N -1.19 -4.76 0.94
H -1.13 -6.95 -1.34
H 0.56 -6.62 -0.93
H -0.40 -7.71 0.09
C -2.00 -3.09 -5.78
C -1.94 -1.87 -4.96
N -1.88 -0.94 -4.30
H -2.97 -3.16 -6.26
H -1.23 -3.06 -6.54
H -1.85 -3.96 -5.15
C -1.87 -5.67 4.46
C -2.92 -5.98 5.44
N -3.75 -6.22 6.20
H -2.23 -4.93 3.74
H -1.00 -5.26 4.98
H -1.58 -6.57 3.93
C 2.58 -4.64 -3.81
C 1.39 -4.69 -4.67
N 0.45 -4.73 -5.34
H 3.30 -5.38 -4.13
H 3.03 -3.65 -3.86
H 2.30 -4.84 -2.78
C 0.64 -10.78 -2.10
C 0.90 -9.36 -2.39
N 1.11 -8.25 -2.62
H 1.23 -11.40 -2.77
H 0.91 -11.00 -1.07
H -0.42 -10.99 -2.25
C 3.82 -0.58 2.82
C 3.37 -1.96 3.08
N 3.01 -3.03 3.27
H 3.12 -0.08 2.15
H 3.87 -0.03 3.76
H 4.81 -0.60 2.36
C -3.90 -6.70 -4.41
C -4.21 -5.40 -5.02
N -4.45 -4.38 -5.49
H -4.78 -7.33 -4.42
H -3.10 -7.18 -4.98
H -3.57 -6.56 -3.38
C 2.99 8.15 5.06
C 3.42 9.26 4.19
N 3.76 10.12 3.51
H 2.77 8.54 6.05
H 2.10 7.67 4.65
H 3.79 7.41 5.14
C 3.86 -7.43 -0.27
C 4.32 -6.41 -1.22
N 4.67 -5.61 -1.96
H 3.61 -6.96 0.68
H 2.98 -7.93 -0.67
H 4.65 -8.16 -0.11
C 0.09 3.10 -2.55
C -0.28 4.33 -1.83
N -0.57 5.28 -1.27
H -0.61 2.92 -3.36
H 1.09 3.20 -2.96
H 0.07 2.25 -1.86
```

Properties
- HOMO energy: -0.149 Ha
- Spin multiplicity: 1
- Total charge: -1
- LUMO energy: 0.59 eV

---

# 2
Below is a structure of composition C32H49F3N4O2P3Pt, with properties calculated with wB97M-V/def2-TZVPD.

```
94
C32H49F3N4O2P3Pt (wB97M-V/def2-TZVPD)
Pt -0.15 0.02 -0.31
C -0.07 2.01 4.28
C -0.49 1.51 2.90
C -1.84 0.79 2.98
P 0.65 0.51 1.86
C 2.35 1.21 1.90
C 3.15 0.95 3.18
C 3.13 0.70 0.69
C 0.80 -1.16 2.58
C 0.78 -1.44 3.94
C 0.83 -2.75 4.41
C 0.90 -3.81 3.51
C 0.95 -3.56 2.15
C 0.93 -2.24 1.67
N 0.95 -1.93 0.33
C 1.62 -2.63 -0.62
C 2.70 -3.48 -0.33
C 3.37 -4.13 -1.34
C 2.97 -3.97 -2.66
C 1.93 -3.10 -2.97
C 1.26 -2.39 -1.98
P -0.04 -1.15 -2.32
C -1.53 -2.16 -2.77
C -1.32 -3.32 -3.74
C -2.17 -2.69 -1.48
C 0.46 -0.15 -3.79
C 1.50 0.88 -3.32
C 0.91 -0.80 -5.10
H -0.74 2.82 4.58
H 0.94 2.41 4.31
H -0.16 1.23 5.03
H -0.60 2.39 2.25
H -1.78 -0.07 3.64
H -2.16 0.43 1.99
H -2.60 1.46 3.38
H 2.20 2.28 1.76
H 3.26 -0.12 3.37
H 2.71 1.41 4.06
H 4.15 1.37 3.06
H 3.34 -0.37 0.78
H 4.08 1.23 0.62
H 2.59 0.87 -0.24
H 0.74 -0.63 4.66
H 0.81 -2.95 5.47
H 0.90 -4.83 3.87
H 0.97 -4.38 1.44
H 3.04 -3.58 0.69
H 4.21 -4.77 -1.10
H 3.49 -4.49 -3.46
H 1.64 -2.98 -4.01
H -2.21 -1.44 -3.23
H -0.65 -4.07 -3.31
H -0.91 -3.01 -4.70
H -2.27 -3.81 -3.93
H -1.56 -3.49 -1.06
H -3.16 -3.10 -1.69
H -2.26 -1.91 -0.71
H -0.48 0.38 -4.00
H 2.44 0.37 -3.08
H 1.18 1.43 -2.44
H 1.71 1.59 -4.13
H 1.93 -1.19 -5.02
H 0.93 -0.03 -5.87
H 0.26 -1.59 -5.45
C -4.14 2.42 -2.71
N -4.49 1.69 -1.41
C -4.85 2.75 -0.36
N -3.80 3.67 -0.20
C -3.48 4.32 -1.47
N -3.10 3.35 -2.50
C -1.80 2.74 -2.23
P -1.73 1.85 -0.60
C -3.32 0.86 -0.94
C -2.61 3.11 0.45
H -5.06 2.91 -3.03
H -3.85 1.65 -3.43
H -5.29 1.08 -1.57
H -5.07 2.22 0.56
H -5.75 3.24 -0.74
H -2.65 5.02 -1.32
H -4.35 4.88 -1.81
H -1.04 3.52 -2.22
H -1.55 2.04 -3.03
H -3.62 0.35 -0.02
H -3.11 0.11 -1.70
H -1.92 3.92 0.68
H -2.90 2.64 1.39
F 1.37 6.16 1.14
C 0.49 5.23 0.80
F -0.48 5.83 0.07
F -0.11 4.80 1.94
C 1.10 4.02 0.04
O 2.31 3.95 -0.06
O 0.21 3.22 -0.37
```

Properties
- ⟨S²⟩: 2.052
- HOMO energy (alpha / beta): -0.300 / -0.400 Ha
- Spin multiplicity: 3
- Total charge: +1
- LUMO energy (alpha / beta): -2.62 / -4.49 eV

---

# 3
Below is a structure of composition C32H49FeN7O2P, with properties calculated with wB97M-V/def2-TZVPD.

```
92
C32H49FeN7O2P (wB97M-V/def2-TZVPD)
Fe -0.31 1.00 0.62
O -0.31 1.36 2.86
C -0.22 2.69 3.36
C -0.29 3.67 2.22
C -0.41 5.03 2.49
C -0.43 5.92 1.44
C -0.32 5.45 0.14
C -0.22 4.09 -0.04
N -0.20 3.21 0.97
H -0.22 0.74 3.59
H 0.73 2.83 3.89
H -1.02 2.89 4.07
H -0.50 5.37 3.52
H -0.53 6.99 1.63
H -0.32 6.12 -0.70
H -0.14 3.66 -1.04
N 1.29 0.10 0.23
P 2.38 -0.65 -0.63
N 2.19 -0.34 -2.25
C 1.79 1.02 -2.62
C 0.27 1.13 -2.81
C -0.24 0.09 -3.81
C 0.25 -1.31 -3.44
C 1.76 -1.33 -3.23
N 2.31 -2.31 -0.47
C 1.07 -2.92 0.04
C 1.19 -3.24 1.53
C 2.41 -4.13 1.79
C 3.67 -3.46 1.24
C 3.50 -3.13 -0.24
N 3.93 -0.18 -0.27
C 4.23 0.23 1.10
C 4.56 1.72 1.18
C 5.66 2.08 0.19
C 5.24 1.67 -1.23
C 4.96 0.17 -1.25
H 2.29 1.30 -3.54
H 2.11 1.71 -1.83
H 0.02 2.14 -3.15
H -0.22 0.97 -1.83
H 0.12 0.35 -4.81
H -1.33 0.11 -3.84
H -0.02 -2.02 -4.22
H -0.24 -1.63 -2.51
H 2.26 -1.09 -4.17
H 2.10 -2.32 -2.91
H 0.88 -3.84 -0.53
H 0.25 -2.23 -0.14
H 0.28 -3.74 1.87
H 1.29 -2.30 2.07
H 2.27 -5.09 1.29
H 2.51 -4.32 2.85
H 4.54 -4.11 1.37
H 3.86 -2.53 1.79
H 3.37 -4.06 -0.80
H 4.37 -2.62 -0.63
H 5.09 -0.35 1.47
H 3.36 0.00 1.72
H 4.88 1.95 2.20
H 3.65 2.30 0.97
H 6.58 1.54 0.46
H 5.88 3.14 0.23
H 6.02 1.90 -1.95
H 4.34 2.21 -1.52
H 5.88 -0.37 -1.00
H 4.64 -0.16 -2.24
C -6.04 -2.47 -0.22
N -4.74 -2.12 0.33
N -4.20 -0.86 0.24
C -2.86 -0.94 0.52
O -2.11 0.08 0.53
C -2.58 -2.29 0.79
C -3.76 -2.99 0.65
C -4.03 -4.44 0.79
C -5.01 0.32 0.26
C -6.08 0.38 1.14
C -6.91 1.50 1.14
C -6.65 2.55 0.28
C -5.54 2.50 -0.56
C -4.72 1.38 -0.58
H -6.49 -1.60 -0.68
H -6.71 -2.82 0.57
H -5.93 -3.25 -0.96
H -1.62 -2.69 1.08
H -3.14 -4.94 1.19
H -4.27 -4.91 -0.16
H -4.86 -4.62 1.47
H -6.26 -0.43 1.84
H -7.75 1.54 1.82
H -7.30 3.41 0.26
H -5.33 3.33 -1.22
H -3.87 1.33 -1.25
```

Properties
- ⟨S²⟩: 8.768
- HOMO energy (alpha / beta): -0.497 / -0.496 Ha
- Spin multiplicity: 6
- Total charge: +2
- LUMO energy (alpha / beta): -4.64 / -6.86 eV

---

Number 1: largest force on an atom 5.5 eV/Å. Number 2: largest force on an atom 0.7 eV/Å. Number 3: largest force on an atom 2.4 eV/Å.